## P
Below is 2 unconnected molecules or ions with the total composition C2H4ClOP, with properties calculated with the ωB97M-V functional and the def2-TZVPD basis.

CARTESIAN COORDINATES (ANGSTROEM)
C: 0.223 1.186 0.298
C: -0.164 -0.169 0.112
O: 0.737 4.023 0.589
P: -0.256 2.145 1.594
Cl: 1.667 3.585 -0.591
H: 0.884 1.750 -0.314
H: -0.309 -0.369 -0.976
H: -1.062 -0.324 0.595
H: 0.734 -0.621 0.522

**LUMO**: -0.0375 Eh
**Kohn-Sham gap**: 8.02 eV

=====

## Q
Below is a single C2H4ClOP molecule, with properties calculated with the ωB97M-V functional and the def2-TZVPD basis.

CARTESIAN COORDINATES (ANGSTROEM)
O: -2.311 -0.709 -0.714
C: -1.175 -0.877 -0.375
P: -0.428 -0.219 1.188
C: 1.091 0.623 0.086
Cl: 2.210 -0.696 -0.252
H: -0.457 -1.454 -0.990
H: -1.228 0.931 1.174
H: 1.580 1.356 0.720
H: 0.718 1.045 -0.838

**LUMO**: 0.0158 Eh
**Kohn-Sham gap**: 9.95 eV

=====

Q takes first place; second place is 79.8 kcal/mol up.

=====

## P
Below is 2 unconnected molecules or ions with the total composition C2H4ClOP, with properties calculated with the ωB97M-V functional and the def2-TZVPD basis.

CARTESIAN COORDINATES (ANGSTROEM)
O: 3.597 1.863 0.216
P: 2.883 0.959 -0.885
Cl: 3.408 -1.035 -0.164
H: 4.531 2.091 0.172
H: 3.966 0.927 -1.602
C: 0.227 -0.885 0.325
C: 0.917 -1.486 1.078
H: -0.636 -0.677 -0.159
H: 1.601 -2.098 1.531

**LUMO**: 0.0185 Eh
**Kohn-Sham gap**: 10.23 eV

=====

## Q
Below is 2 unconnected molecules or ions with the total composition C2H4ClOP, with properties calculated with the ωB97M-V functional and the def2-TZVPD basis.

CARTESIAN COORDINATES (ANGSTROEM)
C: 1.530 0.617 -0.022
C: -1.110 0.642 0.072
O: 2.301 1.500 -0.097
P: -1.315 -1.105 0.166
Cl: 1.853 -1.056 0.080
H: -1.147 1.477 0.664
H: -1.073 0.831 -0.966
H: -0.370 -1.512 1.189
H: -0.669 -1.393 -1.087

**LUMO (alpha / beta)**: -0.0145 / -0.0303 Eh
**Kohn-Sham gap (alpha / beta)**: 8.17 / 7.07 eV

=====

## R
Below is 2 unconnected molecules or ions with the total composition C2H4ClOP, with properties calculated with the ωB97M-V functional and the def2-TZVPD basis.

CARTESIAN COORDINATES (ANGSTROEM)
C: 1.451 1.121 -0.958
C: 1.049 1.101 0.336
Cl: -0.490 0.379 0.791
H: 0.776 0.784 -1.690
H: 2.411 1.477 -1.332
H: 1.718 1.482 1.170
O: -2.004 -3.076 1.107
P: -1.970 -2.047 0.074
H: -2.940 -1.222 0.502

**LUMO**: -0.0172 Eh
**Kohn-Sham gap**: 8.85 eV

=====

R takes first place; second place is 7.6 kcal/mol up.

=====

## P
Below is a single C2H6N2S molecule, with properties calculated with the ωB97M-V functional and the def2-TZVPD basis.

CARTESIAN COORDINATES (ANGSTROEM)
H: -1.574 1.570 -0.097
N: -0.653 1.147 -0.061
C: -0.776 -0.116 0.082
N: -1.936 -0.805 0.044
S: 0.699 -1.089 -0.011
C: 2.041 0.159 0.032
H: -2.879 -0.313 0.189
H: -1.856 -1.749 -0.261
H: 2.893 -0.359 -0.416
H: 2.376 0.585 1.009
H: 1.666 0.972 -0.510

**LUMO**: 0.0293 Eh
**Kohn-Sham gap**: 9.57 eV

=====

## Q
Below is a single C2H6N2S molecule, with properties calculated with the ωB97M-V functional and the def2-TZVPD basis.

CARTESIAN COORDINATES (ANGSTROEM)
H: -2.052 0.565 -0.181
N: -1.575 0.045 -0.941
C: -0.415 -0.224 -0.438
N: 0.423 -1.078 -1.170
C: 0.059 0.421 0.784
S: 1.847 0.668 1.181
H: 0.686 -1.889 -0.514
H: 0.078 -1.494 -2.034
H: -0.339 -0.260 1.539
H: -0.483 1.386 1.056
H: 1.770 1.859 0.719

**LUMO**: 0.0257 Eh
**Kohn-Sham gap**: 9.89 eV

=====

P takes first place; second place is 9.8 kcal/mol up.

=====

## P
Below is a single C4H13N3 molecule, with properties calculated with the ωB97M-V functional and the def2-TZVPD basis.

CARTESIAN COORDINATES (ANGSTROEM)
C: -1.747 -1.449 1.158
N: -0.854 -0.371 1.335
C: 0.537 -0.595 1.425
C: 1.317 0.571 0.759
N: 0.792 1.143 -0.412
C: 0.550 0.386 -1.634
N: -0.158 1.300 -2.489
H: -2.825 -1.247 1.578
H: -1.778 -1.802 0.055
H: -1.395 -2.372 1.689
H: -0.904 0.620 1.119
H: 0.755 -1.681 1.029
H: 0.946 -0.578 2.502
H: 1.298 1.302 1.557
H: 2.342 0.271 0.596
H: 0.940 2.153 -0.740
H: 1.333 -0.132 -2.249
H: -0.347 -0.375 -1.342
H: 0.353 1.740 -3.213
H: -1.156 1.116 -2.721

**LUMO**: 0.0414 Eh
**Kohn-Sham gap**: 9.01 eV

=====

## Q
Below is 2 unconnected molecules or ions with the total composition C4H13N3, with properties calculated with the ωB97M-V functional and the def2-TZVPD basis.

CARTESIAN COORDINATES (ANGSTROEM)
C: 0.649 -2.520 0.798
C: 1.092 1.865 0.411
C: 0.200 1.168 -1.697
C: -1.731 0.062 0.450
N: -0.522 -1.826 0.430
N: 0.864 0.804 -0.508
N: -0.467 -0.567 0.750
H: 0.545 -3.647 0.732
H: 1.680 -2.114 0.245
H: 0.792 -2.342 1.900
H: 2.110 2.226 0.288
H: 0.318 2.619 0.307
H: 1.201 1.570 1.470
H: 0.039 0.255 -2.314
H: -0.685 1.968 -1.520
H: 0.824 1.797 -2.352
H: -2.365 0.078 1.333
H: -1.466 1.111 0.158
H: -2.214 -0.352 -0.344
H: -0.865 -2.156 -0.537

**LUMO (alpha / beta)**: 0.0366 / 0.0242 Eh
**Kohn-Sham gap (alpha / beta)**: 9.12 / 7.74 eV

=====

P takes first place; second place is 66.7 kcal/mol up.

=====

## P
Below is 2 unconnected molecules or ions with the total composition C4H13N3, with properties calculated with the ωB97M-V functional and the def2-TZVPD basis.

CARTESIAN COORDINATES (ANGSTROEM)
N: -1.718 -1.199 -0.909
C: -1.633 -0.269 0.135
N: -1.201 -0.657 1.299
N: -1.446 0.190 2.368
H: -1.146 -2.017 -0.748
H: -2.665 -1.443 -1.167
H: -2.289 0.600 0.027
H: -0.788 -0.013 3.110
H: -1.402 1.184 2.135
C: 1.552 0.162 0.672
C: 1.049 0.852 -0.550
C: 1.355 0.139 -1.857
H: 2.491 -0.363 0.524
H: 1.648 0.837 1.522
H: 0.705 -0.550 1.009
H: 1.371 1.898 -0.588
H: -0.156 0.780 -0.429
H: 0.937 0.682 -2.702
H: 0.902 -0.848 -1.850
H: 2.434 0.035 -2.002

**LUMO**: 0.0431 Eh
**Kohn-Sham gap**: 9.34 eV

=====

## Q
Below is 2 unconnected molecules or ions with the total composition C4H13N3, with properties calculated with the ωB97M-V functional and the def2-TZVPD basis.

CARTESIAN COORDINATES (ANGSTROEM)
C: 1.443 0.758 -2.090
C: 0.539 -1.319 -1.368
C: -1.860 -0.548 1.040
C: -0.003 0.450 2.316
N: -0.396 0.954 -0.024
N: 1.175 -0.099 -0.979
N: -0.736 0.348 1.078
H: 1.924 1.669 -1.733
H: 2.130 0.257 -2.785
H: 0.539 1.029 -2.655
H: -0.325 -1.169 -2.031
H: 1.264 -1.950 -1.900
H: 0.222 -1.855 -0.474
H: -2.642 -0.198 1.720
H: -2.250 -0.567 0.024
H: -1.573 -1.561 1.335
H: -0.480 1.172 2.988
H: 0.034 -0.519 2.814
H: 1.017 0.773 2.103
H: 0.268 1.705 0.158

**LUMO (alpha / beta)**: 0.0333 / 0.0345 Eh
**Kohn-Sham gap (alpha / beta)**: 8.30 / 7.73 eV

=====

P takes first place; second place is 44.7 kcal/mol up.

=====

## P
Below is a molecular structure, C4H13N3, with properties calculated with the ωB97M-V functional and the def2-TZVPD basis.

CARTESIAN COORDINATES (ANGSTROEM)
C: -0.980 -0.330 0.264
C: 0.977 -0.021 0.792
C: -0.393 1.440 -1.272
C: 2.234 -0.294 -0.026
N: -1.360 0.859 -0.369
N: -0.838 -1.459 -0.574
N: -1.835 -0.649 1.347
H: -1.676 1.549 0.302
H: -1.575 -1.535 1.760
H: -1.895 0.078 2.047
H: -1.736 -1.809 -0.891
H: -0.215 -1.281 -1.352
H: 0.885 -0.853 1.497
H: 1.128 0.826 1.471
H: -0.319 0.834 -2.176
H: -0.704 2.453 -1.522
H: 0.609 1.291 -0.588
H: 2.593 0.613 -0.518
H: 2.049 -1.051 -0.792
H: 3.053 -0.659 0.600

**LUMO**: 0.0387 Eh
**Kohn-Sham gap**: 9.00 eV

=====

## Q
Below is a single C4H13N3 molecule, with properties calculated with the ωB97M-V functional and the def2-TZVPD basis.

CARTESIAN COORDINATES (ANGSTROEM)
C: -1.131 0.759 -0.666
C: 0.930 -0.276 1.181
C: 2.179 -0.540 0.495
C: -0.017 -1.430 1.421
N: 0.201 0.867 -0.021
N: -1.255 -0.404 -1.519
N: -1.371 2.007 -1.365
H: 0.313 1.808 0.353
H: -1.879 0.667 0.126
H: 0.972 0.376 2.055
H: -2.303 1.997 -1.764
H: -1.236 -1.263 -0.984
H: -0.497 -0.442 -2.194
H: -0.717 2.109 -2.136
H: 2.365 -1.578 0.231
H: 3.060 -0.036 0.881
H: 1.129 0.578 -0.586
H: -1.056 -1.108 1.533
H: 0.272 -1.930 2.346
H: 0.042 -2.161 0.613

**LUMO**: 0.0333 Eh
**Kohn-Sham gap**: 7.59 eV

=====

## R
Below is a single C4H13N3 molecule, with properties calculated with the ωB97M-V functional and the def2-TZVPD basis.

CARTESIAN COORDINATES (ANGSTROEM)
N: -2.360 2.619 -0.396
C: -1.475 1.750 0.370
C: -0.382 1.057 -0.441
C: 0.411 0.034 0.339
N: 1.260 -0.750 -0.538
C: 1.933 -1.887 0.004
N: 1.069 -2.985 0.465
H: -2.999 2.067 -0.955
H: -1.833 3.176 -1.059
H: -1.004 2.327 1.174
H: -2.083 1.003 0.877
H: -0.854 0.568 -1.296
H: 0.259 1.832 -0.879
H: -0.292 -0.597 0.905
H: 1.057 0.480 1.108
H: 0.886 -0.885 -1.464
H: 2.607 -2.280 -0.752
H: 2.526 -1.566 0.858
H: 1.171 -3.158 1.452
H: 0.104 -2.805 0.230

**LUMO**: 0.0378 Eh
**Kohn-Sham gap**: 9.72 eV

=====

## S
Below is a single C4H13N3 molecule, with properties calculated with the ωB97M-V functional and the def2-TZVPD basis.

CARTESIAN COORDINATES (ANGSTROEM)
N: -1.290 -2.031 0.982
C: 0.144 -1.842 1.096
C: 0.668 -1.002 -0.072
C: -0.052 0.322 -0.333
N: -0.369 1.052 0.910
C: 0.841 1.215 -1.198
N: 0.328 2.564 -1.447
H: -1.532 -2.335 0.043
H: -1.648 -2.719 1.634
H: 0.360 -1.407 2.074
H: 0.690 -2.792 1.060
H: 0.627 -1.644 -0.963
H: 1.707 -0.748 0.121
H: -1.000 0.267 -0.869
H: -0.045 0.566 1.732
H: -1.369 1.177 0.969
H: 1.053 0.749 -2.174
H: 1.835 1.325 -0.758
H: -0.126 2.636 -2.351
H: -0.343 2.817 -0.724

**LUMO**: 0.0366 Eh
**Kohn-Sham gap**: 9.68 eV

=====

S takes first place; second place is 3.0 kcal/mol up.